The following is a quantum chemistry calculation of a single C4H9NO2 molecule, from OMol25.

Bonds (Å) are listed after each position.
CARTESIAN COORDINATES (ANGSTROEM)
1 O 1.49 1.67 -1.63  C2 1.210
2 C 1.39 1.82 -0.43  O1 1.210, N3 1.363, H8 1.087
3 N 0.88 0.89 0.43  C2 1.363, C4 1.469, H9 1.007
4 C 0.41 -0.42 -0.05  N3 1.469, C5 1.507, H10 1.099, H11 1.077
5 C -1.03 -0.69 0.28  C4 1.507, C6 1.553, O7 1.421, H12 1.077
6 C -1.68 -1.92 -0.42  C5 1.553, H13 1.099, H14 1.087, H15 1.079
7 O -1.18 -0.96 1.67  C5 1.421, H16 0.968
8 H 1.73 2.71 0.09  C2 1.087
9 H 0.54 1.26 1.31  N3 1.007
10 H 1.00 -1.12 0.56  C4 1.099
11 H 0.81 -0.53 -1.04  C4 1.077
12 H -1.63 0.11 -0.11  C5 1.077
13 H -1.03 -2.25 -1.25  C6 1.099
14 H -2.62 -1.65 -0.88  C6 1.087
15 H -1.74 -2.74 0.28  C6 1.079
16 H -1.11 -0.18 2.24  O7 0.968

Energy ... -363.0343 a.u.
SMILES string ... C[C@@H](O)CNC=O
Energy relative to the best compared isomer or geometry (same formula, charge and spin) ... 1.394 eV
HOMO-LUMO gap ... 10.37 eV
Lowest unoccupied orbital energy ... 0.5 eV
Molecular weight ... 103.12 g/mol
HOMO energy ... -9.84 eV